(1)
DFT (ωB97M-V/def2-TZVPD) results for a cluster of 2 separate species, C2H3F3Si in total in a non-equilibrium geometry.

Its spin multiplicity is 1. Its gap between HOMO and LUMO is 11.17 eV. The relative energy (zero: lowest compared OMol25 entry of this formula, charge and spin) comes out at 777.82 kJ/mol. Its SMILES is F[SiH3].FC#CF. The strongest force on any atom comes out at 3.23 eV/A. The value obtained for the calculated total energy is -18149.3440 eV. Its highest occupied orbital energy is -0.3848 hartree.

The geometry in XYZ format:
```
9
Properties=species:S:1:pos:R:3:forces:R:3:mulliken_charge:R:1
C -1.6635 -0.1042 -1.2955 1.7 -2.7 -0.5 0.157
C -0.9593 -1.0598 -1.4899 -0.8 -0.1 -0.2 0.313
F 1.8581 -0.2406 0.0649 0.5 -1.5 -0.7 -0.228
F -2.3918 0.8324 -0.8627 -0.6 1.1 0.2 -0.235
F -0.4012 -2.2119 -1.8062 -0.4 1.5 0.3 -0.226
Si 1.0261 0.5165 1.1673 -0.8 0.6 -0.2 0.615
H 1.9455 1.5999 1.3351 0.1 1.1 0.6 -0.115
H 0.8258 -0.1873 2.4511 -0.1 -0.2 -0.2 -0.089
H -0.2398 0.8549 0.4360 0.4 0.1 0.8 -0.193
```
Positions in Å, forces in eV/Å.



(2)
DFT (ωB97M-V/def2-TZVPD) results for the molecule C10H11N3O in a non-equilibrium geometry.

Its spin multiplicity is 1. Its gap between HOMO and LUMO is 8.23 eV. The relative energy (zero: lowest compared OMol25 entry of this formula, charge and spin) comes out at 182.97 kJ/mol. Its SMILES is OCCNc1cnc2ccccc2n1. The strongest force on any atom comes out at 4.71 eV/A. The value obtained for the calculated total energy is -17064.4336 eV. Its highest occupied orbital energy is -0.3107 hartree.

The geometry in XYZ format:
```
25
Properties=species:S:1:pos:R:3:forces:R:3:mulliken_charge:R:1
C -1.9271 -2.7137 -1.1308 0.1 4.2 0.7 -0.578
C -0.7752 -3.2447 -0.3919 3.5 -1.0 -1.7 -0.447
C 0.1662 -1.2407 0.7626 1.4 0.1 1.4 0.438
C 0.8382 -0.6501 1.9642 -1.7 1.7 -0.5 -0.506
C 0.5113 1.4759 1.0171 1.5 1.2 -3.5 0.334
C 0.8785 2.8766 1.0264 0.2 -0.9 2.0 -0.357
C 0.9200 3.6787 -0.0859 0.4 -1.4 1.0 -0.621
C 0.6824 3.0282 -1.3030 -1.1 0.8 -1.4 -0.237
C 0.3503 1.6619 -1.4120 0.6 1.2 -1.4 -0.552
C 0.3234 0.8464 -0.2592 -1.0 1.1 1.1 0.696
H -1.3183 -0.7131 -1.4992 -0.5 -2.4 -0.1 0.406
H -2.2749 -3.4447 -1.8054 -0.7 -0.8 -0.6 0.409
H -2.5943 -2.4292 -0.3220 -1.1 -0.3 -0.2 0.262
H -1.0966 -4.2490 -0.0980 0.5 0.0 0.1 0.356
H 0.1021 -3.2875 -1.1451 -1.2 -0.5 0.8 0.252
H 0.2489 -3.2540 1.4839 -1.3 2.2 -1.8 0.285
H 1.1229 -1.2662 2.8887 -0.3 1.1 -1.6 0.256
H 1.2881 3.1472 2.0225 -0.5 0.4 -0.7 0.348
H 1.3114 4.6888 -0.0221 -0.3 -0.1 -0.1 0.372
H 0.6495 3.8019 -2.1433 0.2 -1.9 0.5 0.263
H 0.2309 1.2451 -2.4452 -0.1 0.2 1.2 0.359
N -0.2221 -2.5768 0.7694 0.5 -0.2 2.0 -0.214
N 0.8481 0.6997 2.0245 0.8 -3.7 2.8 -0.518
N -0.0082 -0.4627 -0.2845 0.3 -0.9 0.0 -0.399
O -1.7251 -1.5214 -1.9508 -0.1 -0.1 -0.1 -0.607
```
Positions in Å, forces in eV/Å.



(3)
DFT (ωB97M-V/def2-TZVPD) results for the molecule C5H8IN in a non-equilibrium geometry.

Its spin multiplicity is 1. Its gap between HOMO and LUMO (spin up / spin down) is 8.66 / 7.45 eV. The relative energy (zero: lowest compared OMol25 entry of this formula, charge and spin) comes out at 367.89 kJ/mol. The strongest force on any atom comes out at 1.28 eV/A. The value obtained for the calculated total energy is -14900.4872 eV. Its highest occupied orbital energy (spin up / spin down) is -0.3256 / -0.3040 hartree.

The geometry in XYZ format:
```
15
Properties=species:S:1:pos:R:3:forces:R:3:mulliken_charge:R:1
C 1.2083 0.6197 -0.1885 0.3 -0.1 0.1 -0.645
C 0.7686 -2.0722 -0.7674 -0.3 -0.1 0.3 -0.501
C -0.2881 0.4559 -0.3956 -0.3 0.0 0.1 0.212
C 0.5759 -0.6958 -0.1576 0.0 -0.7 -1.1 0.176
C -1.2825 0.8734 0.6736 0.1 0.0 0.0 -1.386
N 0.8348 -1.9181 -2.2046 0.6 0.6 0.4 -0.483
I -0.8857 -1.7336 -3.1899 -0.3 -0.1 0.1 0.122
H 1.8354 0.9019 -1.0233 0.0 0.0 -0.2 0.265
H 1.5645 1.0031 0.7606 -0.1 0.2 0.1 0.236
H 1.7440 -2.4682 -0.4675 -0.1 0.0 0.0 0.312
H -0.0217 -2.7514 -0.4239 0.1 0.1 0.0 0.308
H -0.6555 0.6033 -1.4096 0.2 0.0 0.0 0.377
H -1.0413 1.8610 1.0584 -0.1 0.1 0.0 0.317
H -1.2758 0.1722 1.5045 0.0 0.0 0.1 0.358
H -2.2851 0.8986 0.2550 -0.1 0.0 0.0 0.332
```
Positions in Å, forces in eV/Å.



(4)
DFT (ωB97M-V/def2-TZVPD) results for a cluster of 2 separate species, C6H9N3S2 in total.

Its spin multiplicity is 1. Its gap between HOMO and LUMO is 6.09 eV. The relative energy (zero: lowest compared OMol25 entry of this formula, charge and spin) comes out at 230.81 kJ/mol. Its SMILES is NNc1ccccc1.S=NS. The strongest force on any atom comes out at 0.96 eV/A. The value obtained for the calculated total energy is -32505.9168 eV. Its highest occupied orbital energy is -0.2854 hartree.

The geometry in XYZ format:
```
20
Properties=species:S:1:pos:R:3:forces:R:3:mulliken_charge:R:1
C 3.0881 0.4569 0.8505 0.2 0.0 0.1 -0.499
C 2.6348 -0.8330 0.6270 0.0 0.1 0.0 -0.424
C 2.3133 1.5350 0.4517 0.0 0.0 0.0 -0.565
C 1.4148 -1.0522 0.0180 -0.1 0.0 0.0 -0.202
C 1.0946 1.3288 -0.1624 -0.1 -0.1 0.0 -0.512
C 0.6342 0.0309 -0.3831 0.4 -0.2 0.1 0.604
N -1.2438 -1.3488 -0.7985 -0.3 -0.4 0.1 -0.630
N -0.5609 -0.1694 -1.0630 -0.5 0.7 -0.4 -0.111
N -3.3104 -0.0803 0.7293 -0.1 0.3 0.0 -0.159
S -4.7079 -0.7871 0.2180 0.0 -0.1 0.0 -0.012
S -2.7893 1.3471 0.3055 -0.4 -0.1 0.3 -0.083
H 4.0387 0.6239 1.3341 0.1 0.0 0.0 0.370
H 3.2370 -1.6765 0.9304 0.0 -0.1 0.0 0.354
H 2.6569 2.5435 0.6290 0.0 0.1 0.0 0.345
H 1.0519 -2.0507 -0.1661 0.0 -0.1 0.0 0.451
H 0.4839 2.1684 -0.4633 -0.1 0.1 0.0 0.274
H -1.6780 -1.3658 0.1347 0.2 0.2 -0.4 0.322
H -1.9586 -1.4944 -1.5063 0.3 0.0 0.2 0.267
H -5.2518 0.1402 -0.6116 0.2 0.1 0.0 0.165
H -1.1476 0.6835 -1.0739 0.3 -0.5 0.0 0.045
```
Positions in Å, forces in eV/Å.



(5)
DFT (ωB97M-V/def2-TZVPD) results for a cluster of 2 separate species, CH3N2O2 in total in a non-equilibrium geometry.

Its spin multiplicity is 1. Its gap between HOMO and LUMO is 7.33 eV. The relative energy (zero: lowest compared OMol25 entry of this formula, charge and spin) comes out at 170.26 kJ/mol. As for the net charge: -1. The strongest force on any atom comes out at 4.15 eV/A. The value obtained for the calculated total energy is -8159.7527 eV. Its highest occupied orbital energy is -0.1189 hartree.

The geometry in XYZ format:
```
8
Properties=species:S:1:pos:R:3:forces:R:3:mulliken_charge:R:1
C -0.2325 0.4059 -1.6187 -1.5 -0.8 2.6 0.128
N 0.0624 0.1549 1.2898 2.3 -2.6 2.3 -0.179
N 0.4691 -0.9534 1.8446 -0.6 2.8 -1.8 -0.397
O -0.8101 1.3979 -2.0380 -0.3 1.7 -1.7 -0.604
O 0.6110 -0.3700 -2.0642 0.5 -0.3 -0.2 -0.633
H 0.9767 0.6883 1.0951 -1.5 -0.7 0.1 0.257
H -0.7255 0.2309 -0.5188 1.2 -0.7 -1.3 0.217
H -0.3510 -1.5546 2.0104 -0.2 0.5 0.0 0.210
```
Positions in Å, forces in eV/Å.



(6)
DFT (ωB97M-V/def2-TZVPD) results for a cluster of 2 separate species, C4H6Br2F2 in total in a non-equilibrium geometry.

Its spin multiplicity is 1. Its gap between HOMO and LUMO (spin up / spin down) is 8.41 / 8.41 eV. The relative energy (zero: lowest compared OMol25 entry of this formula, charge and spin) comes out at 0.00 kJ/mol. The strongest force on any atom comes out at 4.40 eV/A. The value obtained for the calculated total energy is -149762.0544 eV. Its highest occupied orbital energy (spin up / spin down) is -0.3079 / -0.3079 hartree.

The geometry in XYZ format:
```
14
Properties=species:S:1:pos:R:3:forces:R:3:mulliken_charge:R:1
C 0.4264 1.4634 1.3286 1.0 3.1 -0.4 -0.881
C -0.6938 -1.4810 -1.4754 1.1 0.1 -0.5 -1.012
C 1.1535 0.6895 0.3642 -1.2 -3.2 -2.8 0.372
C -0.8117 -0.4666 -0.3732 2.9 2.2 -0.5 0.401
F 1.8230 1.3492 -0.6451 -1.0 -0.9 1.5 -0.269
F -1.3820 0.7285 -0.8221 -0.4 -1.5 0.7 -0.281
Br 2.1501 -0.8305 1.0823 0.0 0.9 -0.4 -0.117
Br -1.4260 -1.1981 1.2381 -0.7 0.0 0.3 -0.077
H -0.3366 2.1175 0.7916 1.2 -0.5 0.7 0.260
H 1.2374 2.0543 1.8831 -1.5 -0.4 -0.3 0.315
H -0.1016 0.7808 1.9277 -0.4 -0.5 1.2 0.375
H -1.4916 -2.2105 -1.5081 -0.5 -0.1 0.4 0.384
H -0.8108 -0.8851 -2.4018 0.7 -0.6 0.2 0.304
H 0.2638 -2.1114 -1.3899 -1.2 1.3 -0.3 0.227
```
Positions in Å, forces in eV/Å.